No. 1
{"formula": "C2H5AlBrO2", "method": "ωB97M-V/def2-TZVPD", "symbols": ["Br", "Al", "O", "C", "C", "O", "H", "H", "H", "H", "H"], "coordinates": [[-2.96, 1.35, 0.64], [-1.20, -0.25, 0.94], [-0.75, -0.92, -0.63], [0.34, -0.18, -1.10], [1.20, 0.25, 0.11], [0.36, 0.57, 1.18], [-1.66, -1.27, 2.08], [0.95, -0.77, -1.80], [0.00, 0.72, -1.64], [1.88, -0.59, 0.39], [1.84, 1.10, -0.17]], "homo_ev": -5.2036, "charge": -1, "e_tot_ev": -82895.332, "gap_ev": 8.87, "largest_force_ev_per_a": 0.18}

=====

No. 2
{"formula": "C10H18N3", "method": "ωB97M-V/def2-TZVPD", "symbols": ["C", "C", "C", "C", "C", "C", "C", "H", "H", "H", "H", "H", "H", "H", "H", "C", "C", "C", "N", "N", "N", "H", "H", "H", "H", "H", "H", "H", "H", "H", "H"], "coordinates": [[-2.35, 0.31, 1.64], [1.55, 1.91, 2.63], [0.45, 2.73, 2.63], [1.37, 0.55, 2.33], [-0.81, 2.21, 2.33], [0.15, 0.06, 1.91], [-0.97, 0.91, 1.91], [2.53, 2.24, 2.91], [0.51, 3.78, 2.90], [2.24, -0.09, 2.49], [-1.66, 2.85, 2.51], [0.13, -0.99, 1.67], [-2.60, 0.27, 0.57], [-3.10, 1.02, 2.00], [-2.45, -0.62, 2.18], [1.62, -1.75, -1.61], [1.86, -1.90, -3.11], [-0.63, -0.50, -1.69], [0.60, -0.70, -1.30], [-1.38, -1.52, -2.15], [-1.17, 0.72, -1.66], [1.22, -2.66, -1.17], [2.49, -1.40, -1.08], [2.91, -1.80, -3.38], [1.26, -1.19, -3.68], [1.05, 0.18, -1.07], [-0.95, -2.31, -2.61], [-2.36, -1.59, -1.94], [-0.82, 1.38, -0.96], [-2.17, 0.76, -1.74], [1.49, -2.86, -3.46]], "homo_ev": -12.1019, "charge": 1, "e_tot_ev": -15126.726, "gap_ev": 9.35, "largest_force_ev_per_a": 2.07}

=====

No. 3
{"formula": "C2H4CeF3NO4S", "method": "ωB97M-V/def2-TZVPD", "symbols": ["O", "C", "Ce", "H", "H", "H", "O", "H", "N", "S", "O", "O", "C", "F", "F", "F"], "coordinates": [[4.25, -1.17, -3.93], [5.34, -2.08, -4.04], [4.26, 1.03, -3.05], [5.32, -2.81, -3.21], [5.29, -2.59, -5.01], [6.29, -1.52, -3.98], [2.14, -0.05, -2.49], [3.21, -1.53, -3.56], [2.31, 1.11, -1.65], [2.14, 0.74, -0.11], [2.61, 1.88, 0.69], [0.86, 0.11, 0.22], [3.38, -0.64, 0.26], [3.75, -0.62, 1.53], [4.48, -0.45, -0.50], [2.90, -1.84, -0.03]], "multiplicity": 2, "homo_ev": [-12.6252, -12.6792], "charge": 1, "e_tot_ev": -43724.239, "gap_ev": [6.74, 6.81], "largest_force_ev_per_a": 5.38}

=====

No. 4
{"formula": "C4H6As2Ca3F12NO6", "method": "ωB97M-V/def2-TZVPD", "symbols": ["Ca", "Ca", "Ca", "As", "F", "F", "F", "F", "F", "F", "As", "F", "F", "F", "F", "F", "F", "N", "O", "O", "O", "C", "C", "C", "O", "C", "O", "O", "H", "H", "H", "H", "H", "H"], "coordinates": [[14.06, -27.07, -12.70], [17.81, -27.52, -17.29], [15.29, -31.12, -16.68], [15.77, -24.36, -15.46], [17.03, -24.19, -14.25], [16.82, -25.61, -16.22], [14.49, -24.57, -16.63], [14.90, -23.11, -14.66], [16.49, -23.20, -16.55], [15.10, -25.70, -14.47], [12.78, -30.59, -13.43], [13.72, -30.92, -14.97], [13.27, -28.88, -13.69], [11.95, -30.02, -11.98], [12.32, -32.25, -13.23], [14.27, -30.86, -12.57], [11.40, -30.29, -14.43], [16.44, -28.73, -14.31], [16.00, -28.30, -13.23], [15.98, -29.77, -14.80], [17.17, -28.04, -15.05], [16.17, -33.09, -11.85], [17.54, -32.64, -12.02], [17.89, -31.13, -11.98], [18.95, -31.12, -11.00], [19.13, -32.32, -10.43], [19.93, -32.63, -9.61], [18.26, -33.21, -10.93], [15.57, -32.91, -12.74], [15.71, -32.59, -10.99], [16.16, -34.15, -11.61], [17.95, -33.09, -12.93], [17.02, -30.51, -11.76], [18.35, -30.68, -12.87]], "homo_ev": -16.5262, "charge": 3, "e_tot_ev": -227600.410, "gap_ev": 2.59, "largest_force_ev_per_a": 5.43}

=====

> Look up the charge of the second one.

+1